Below is a 2-piece molecular cluster, C26H24F2N overall at a distorted geometry, with properties calculated with ωB97M-V/def2-TZVPD.

Geometry as XYZ:
```
53
Properties=species:S:1:pos:R:3:forces:R:3:nbo_charge:R:1
F 1.282 -0.690 -3.642 1.3 0.5 1.3 -0.300
C 2.283 -0.386 -2.742 -1.4 -0.4 -0.6 0.387
C 3.396 0.297 -3.233 0.2 0.0 0.7 -0.132
C 4.411 0.642 -2.324 0.0 0.1 -0.1 -0.218
C 4.340 0.228 -1.008 0.0 -0.4 0.2 -0.081
C 3.220 -0.527 -0.526 0.0 0.2 -0.6 -0.165
C 3.284 -0.983 0.805 0.0 0.9 0.1 0.137
C 2.316 -1.604 1.632 -0.5 -0.9 0.6 -0.069
C 2.364 -1.331 3.036 0.5 0.0 -0.6 -0.141
C 1.418 -1.853 3.896 -0.4 -0.1 0.1 -0.202
C 0.390 -2.681 3.412 0.6 0.4 -0.5 -0.164
C 0.387 -2.990 2.048 -0.9 -0.6 -0.5 0.392
F -0.625 -3.795 1.569 1.3 0.9 0.6 -0.308
C 1.327 -2.507 1.149 -0.1 0.4 0.3 -0.230
C 2.113 -0.732 -1.407 0.5 0.0 -0.3 -0.162
H 3.445 0.579 -4.283 -0.1 -0.1 0.3 0.264
H 5.264 1.238 -2.654 -0.3 -0.2 0.0 0.251
H 5.143 0.463 -0.302 -0.2 -0.1 -0.4 0.232
H 4.200 -0.691 1.326 -0.2 0.0 -0.1 0.224
H 3.157 -0.675 3.407 -0.3 -0.3 -0.1 0.233
H 1.464 -1.612 4.960 -0.1 -0.1 -0.4 0.249
H -0.385 -3.069 4.069 0.2 0.0 -0.2 0.261
H 1.329 -2.822 0.106 -0.2 0.0 0.3 0.262
H 1.176 -1.138 -1.031 0.3 0.1 -0.4 0.251
C 2.766 -7.504 -4.894 0.4 0.4 0.1 -0.409
C 2.571 -8.035 -3.467 -0.4 -0.1 0.2 -0.412
C 1.890 -6.905 -2.662 0.2 0.0 0.3 -0.202
N 1.527 -5.903 -3.654 0.2 -0.1 -0.1 -0.415
C 0.839 -4.779 -3.371 -0.5 1.0 1.3 0.223
C 0.675 -4.206 -2.116 0.1 -0.8 -0.8 -0.379
C -0.457 -3.217 -2.131 -0.2 -0.1 -0.4 -0.440
C -0.724 -3.068 -3.624 -0.3 0.2 0.5 0.002
C 0.027 -3.996 -4.350 0.0 0.1 -0.3 -0.016
C -0.081 -4.022 -5.747 -0.1 0.0 0.0 -0.220
C -0.936 -3.114 -6.385 -0.1 0.2 0.1 -0.216
C -1.681 -2.179 -5.646 0.3 -0.3 0.4 -0.200
C -1.587 -2.175 -4.241 0.1 -0.1 -0.6 -0.212
C 1.866 -6.267 -5.009 -0.1 -0.4 -0.6 -0.203
H 3.813 -7.204 -5.037 -0.2 -0.2 -0.1 0.209
H 2.502 -8.243 -5.651 0.2 0.1 0.1 0.224
H 1.902 -8.903 -3.480 0.2 0.1 0.0 0.214
H 3.516 -8.335 -3.008 -0.2 0.0 -0.1 0.221
H 1.002 -7.281 -2.122 0.2 0.3 -0.2 0.200
H 2.555 -6.488 -1.888 0.0 0.0 -0.3 0.183
H 1.143 -4.599 -1.218 -0.2 -0.1 -0.1 0.201
H -1.356 -3.605 -1.612 0.3 0.1 -0.2 0.235
H -0.243 -2.252 -1.661 -0.1 0.0 -0.1 0.182
H 0.485 -4.743 -6.335 -0.3 0.4 0.1 0.216
H -1.039 -3.128 -7.479 0.1 0.0 0.6 0.222
H -2.321 -1.453 -6.157 0.2 -0.3 0.2 0.221
H -2.179 -1.487 -3.642 0.1 0.0 -0.1 0.215
H 2.375 -5.438 -5.529 -0.2 -0.3 0.2 0.198
H 0.957 -6.519 -5.581 0.3 0.0 0.1 0.186
```
Positions in Å, forces in eV/Å.

Results
* electronic energy: -1259.334826 Eh
* total charge: +1
* maximum force: 1.9 eV/Å
* multiplicity: 1
* LUMO energy: -0.2273 Eh
* energy above the lowest of the compared OMol25 structures with the same formula, charge and spin: 46.4 kcal per mole
* frontier orbital gap: 3.22 eV

Below is C26H24F5N4O5S4Y as an isolated structure at a distorted geometry, with properties calculated with ωB97M-V/def2-TZVPD.

Geometry as XYZ:
```
69
Properties=species:S:1:pos:R:3:forces:R:3:nbo_charge:R:1
Y -0.375 0.294 -0.465 0.9 0.3 -2.1 1.804
C 2.693 3.749 0.237 0.0 -0.1 -0.2 -0.407
N 2.489 3.162 -1.084 0.3 0.0 0.1 -0.352
C 3.484 2.750 -1.953 -0.1 0.1 0.1 -0.051
C 2.888 2.146 -2.994 -0.1 0.0 0.0 -0.074
N 1.520 2.183 -2.751 -0.3 -0.2 -0.3 -0.387
C 1.275 2.818 -1.559 -0.1 0.1 -0.1 0.275
S -0.187 3.179 -0.797 0.2 0.2 0.0 -0.175
C 0.514 1.682 -3.634 0.4 0.3 0.3 0.396
C 0.761 1.638 -4.996 0.0 0.0 -0.1 -0.260
C -0.245 1.159 -5.813 0.0 0.0 -0.1 -0.137
C -1.457 0.789 -5.249 0.0 0.0 0.0 -0.239
C -1.589 0.875 -3.879 0.0 0.0 0.1 0.080
N -0.610 1.289 -3.070 -0.2 -0.3 0.0 -0.461
H 3.762 3.748 0.439 0.0 0.0 0.0 0.204
H 2.158 3.151 0.973 0.0 0.0 0.0 0.256
H 2.310 4.766 0.262 0.0 0.0 0.0 0.227
H 4.527 2.920 -1.751 0.0 0.0 0.0 0.231
H 3.312 1.667 -3.857 0.0 0.0 0.0 0.238
H 1.697 1.988 -5.407 0.0 0.0 0.0 0.226
H -0.090 1.096 -6.882 0.0 0.0 0.0 0.226
H -2.279 0.431 -5.851 0.0 0.0 0.0 0.231
H -2.512 0.578 -3.397 0.0 0.0 0.0 0.213
C -1.412 -0.477 7.819 0.0 0.0 0.0 -0.631
C -1.273 0.013 6.402 0.0 0.0 0.0 0.010
C -0.207 -0.390 5.611 0.0 0.0 0.0 -0.222
C -0.091 0.034 4.294 -0.1 0.0 0.1 -0.093
C -1.052 0.882 3.773 0.0 0.0 0.3 -0.394
C -2.127 1.312 4.549 0.1 0.0 0.0 -0.159
C -2.229 0.871 5.854 0.0 0.0 0.0 -0.222
S -0.953 1.442 2.115 -0.2 0.0 0.3 2.308
O -1.341 2.824 2.110 0.0 0.1 -0.1 -0.920
O 0.433 1.154 1.650 0.0 0.2 0.0 -1.019
N -1.894 0.555 1.187 -0.7 -0.4 0.9 -1.098
C -2.171 -0.826 1.701 0.0 0.3 0.1 -0.338
C -0.923 -1.718 1.653 0.0 0.2 -0.2 0.778
O -0.627 -2.454 2.568 0.0 -0.2 -0.1 -0.628
O -0.238 -1.535 0.550 -0.2 -0.9 0.9 -0.895
H -0.506 -0.980 8.155 0.0 0.0 0.0 0.216
H -2.238 -1.186 7.902 0.0 0.0 0.0 0.226
H -1.618 0.348 8.503 0.0 0.0 0.0 0.220
H 0.540 -1.059 6.021 0.0 0.0 0.0 0.212
H 0.725 -0.306 3.673 0.0 0.0 0.0 0.231
H -2.860 1.989 4.131 0.0 0.0 0.0 0.239
H -3.063 1.201 6.464 0.0 0.0 0.0 0.213
H -2.938 -1.266 1.065 0.0 0.0 -0.1 0.228
H -2.554 -0.820 2.720 -0.1 0.1 0.0 0.220
F -4.841 -4.593 -3.005 -0.1 0.0 0.0 -0.287
C -3.690 -3.928 -2.895 -0.1 0.0 0.0 0.255
C -3.639 -2.727 -2.219 0.1 0.0 0.0 0.279
F -4.741 -2.216 -1.668 0.0 0.0 0.0 -0.288
C -2.431 -2.066 -2.124 -0.2 0.1 0.1 0.281
F -2.467 -0.871 -1.454 0.2 0.1 0.1 -0.321
C -1.238 -2.523 -2.662 0.2 0.2 0.1 -0.250
S 0.259 -1.636 -2.521 -0.1 -0.2 -0.2 -0.387
C -1.341 -3.738 -3.335 0.1 -0.2 -0.1 0.363
F -0.260 -4.279 -3.903 0.1 0.0 0.0 -0.303
C -2.531 -4.431 -3.455 0.1 0.0 0.0 0.263
F -2.572 -5.590 -4.112 0.0 0.0 0.0 -0.289
C 3.842 -0.598 0.931 0.2 0.1 0.1 -0.819
S 2.632 -1.144 -0.243 -0.7 0.3 0.0 1.361
C 3.717 -1.453 -1.607 0.2 0.1 -0.2 -0.828
O 1.920 0.171 -0.611 0.4 -0.5 0.1 -1.045
H 4.506 -1.431 1.165 0.0 0.0 0.0 0.239
H 3.301 -0.292 1.825 0.0 0.0 0.0 0.261
H 4.391 0.243 0.505 0.0 0.0 0.1 0.226
H 4.368 -2.288 -1.343 0.0 0.0 0.0 0.242
H 4.293 -0.547 -1.805 0.0 -0.1 -0.1 0.225
H 3.088 -1.730 -2.452 0.0 0.0 0.0 0.276
```
Positions in Å, forces in eV/Å.

Results
* electronic energy: -3730.957929 Eh
* total charge: 0
* maximum force: 2.3 eV/Å
* multiplicity: 1
* LUMO energy: 0.0025 Eh
* energy above the lowest of the compared OMol25 structures with the same formula, charge and spin: 21.3 kcal per mole
* frontier orbital gap: 7.50 eV

Below is C26H24I2N2O3PTi as an isolated structure at a distorted geometry, with properties calculated with ωB97M-V/def2-TZVPD.

Geometry as XYZ:
```
59
Properties=species:S:1:pos:R:3:forces:R:3:nbo_charge:R:1
Ti 0.014 1.316 1.957 -1.2 0.9 -0.3 1.262
N 2.256 1.209 2.103 0.2 -0.1 0.0 -0.866
C 2.562 0.622 3.426 0.0 0.0 0.0 -0.350
C 1.431 -0.310 3.817 0.2 -0.2 0.1 0.792
O 1.538 -1.245 4.546 0.0 0.1 0.0 -0.513
O 0.264 0.030 3.218 -0.2 -0.1 -0.1 -0.757
H 2.642 0.611 1.374 0.0 0.0 0.0 0.413
H 2.696 2.120 2.017 0.0 0.0 0.0 0.420
H 2.600 1.421 4.168 0.0 0.0 0.0 0.263
H 3.504 0.078 3.441 0.0 0.0 0.0 0.241
I 0.657 3.120 -0.216 0.0 -0.1 -0.1 0.392
C 0.302 2.436 -2.188 0.0 0.2 0.1 -0.168
C 0.263 3.498 -3.051 0.0 0.1 0.2 -0.209
C 0.107 3.314 -4.431 0.0 -0.1 -0.1 -0.200
C 0.013 2.046 -4.914 0.0 0.1 0.0 -0.150
C 0.049 0.930 -4.046 0.0 0.0 0.0 -0.072
C -0.029 -0.355 -4.627 0.0 -0.1 0.0 -0.121
C 0.003 -1.477 -3.858 0.0 0.0 -0.1 -0.214
C 0.077 -1.335 -2.469 0.0 0.1 0.0 -0.152
C 0.150 -0.107 -1.842 -0.1 -0.2 0.0 -0.357
P 0.124 -0.356 -0.024 0.2 0.0 0.0 0.940
C 1.654 -1.290 0.285 0.0 0.0 -0.1 -0.378
C 1.805 -2.058 1.442 0.0 0.0 0.0 -0.233
C 3.033 -2.628 1.746 0.0 0.0 0.0 -0.205
C 4.123 -2.424 0.911 0.0 0.0 0.0 -0.135
C 3.985 -1.647 -0.231 0.0 0.0 0.0 -0.218
C 2.757 -1.082 -0.546 0.0 0.0 0.0 -0.219
C -1.325 -1.426 0.207 0.0 0.0 0.0 -0.366
C -2.564 -0.813 0.009 0.0 0.0 0.0 -0.190
C -3.729 -1.552 0.118 0.0 0.0 0.0 -0.189
C -3.668 -2.904 0.430 0.0 0.0 0.0 -0.197
C -2.439 -3.518 0.617 0.0 0.0 0.0 -0.143
C -1.266 -2.786 0.502 0.0 0.1 0.0 -0.223
C 0.169 1.091 -2.626 0.0 -0.1 -0.1 -0.005
H 0.363 4.507 -2.671 0.0 0.0 0.0 0.232
H 0.076 4.173 -5.086 0.0 0.0 0.0 0.238
H -0.089 1.862 -5.976 0.0 0.0 0.0 0.229
H -0.113 -0.422 -5.704 0.0 0.0 0.0 0.228
H -0.050 -2.464 -4.297 0.0 0.0 0.0 0.236
H 0.061 -2.236 -1.868 0.0 0.0 0.0 0.227
H 0.979 -2.197 2.125 0.0 -0.1 0.0 0.245
H 3.134 -3.218 2.647 0.0 0.0 0.0 0.241
H 5.080 -2.868 1.152 0.0 0.0 0.0 0.225
H 4.832 -1.484 -0.884 0.0 0.0 0.0 0.233
H 2.659 -0.488 -1.447 0.0 0.0 0.0 0.232
H -2.621 0.241 -0.232 0.0 0.0 0.0 0.231
H -4.685 -1.071 -0.042 0.0 0.0 0.0 0.230
H -4.579 -3.480 0.521 0.0 0.0 0.0 0.229
H -2.387 -4.574 0.848 0.0 0.0 0.0 0.222
H -0.318 -3.290 0.624 0.1 0.0 0.0 0.226
N -3.882 1.358 2.379 0.3 0.3 -0.4 -0.836
C -2.950 2.242 1.868 0.1 -1.4 0.3 0.467
O -1.743 1.611 1.670 0.7 0.0 0.7 -0.734
C -3.114 3.516 1.574 -0.1 0.8 -0.3 -0.558
I 0.381 3.548 3.397 -0.1 -0.1 -0.3 -0.185
H -3.591 0.460 2.715 0.0 0.0 0.1 0.406
H -4.824 1.660 2.539 0.0 0.0 0.1 0.405
H -4.048 4.009 1.799 0.0 0.0 0.0 0.221
H -2.331 4.076 1.087 0.0 0.0 0.1 0.218
```
Positions in Å, forces in eV/Å.

Results
* electronic energy: -3126.564249 Eh
* total charge: +1
* maximum force: 1.5 eV/Å
* multiplicity: 1
* LUMO energy: -0.1434 Eh
* energy above the lowest of the compared OMol25 structures with the same formula, charge and spin: 24.0 kcal per mole
* frontier orbital gap: 6.72 eV

Below is C26H24N7PdS2 as an isolated structure, with properties calculated with ωB97M-V/def2-TZVPD.

Geometry as XYZ:
```
60
Properties=species:S:1:pos:R:3:forces:R:3:nbo_charge:R:1
Pd -0.223 0.447 0.225 0.0 -0.6 -0.4 0.655
S 2.011 1.255 0.501 0.2 0.2 0.2 -0.369
C 2.135 0.678 2.134 0.4 0.0 0.0 0.146
N 3.264 0.712 2.771 0.1 -0.3 -0.2 -0.290
N 3.368 0.097 4.005 -0.4 0.2 0.2 -0.459
C 2.854 -1.098 4.480 0.2 0.1 -0.2 0.264
C 2.850 -1.317 5.860 0.0 0.0 0.1 -0.311
C 2.408 -2.523 6.387 0.0 0.0 0.0 -0.194
C 1.955 -3.535 5.556 0.0 0.0 0.0 -0.285
C 1.968 -3.321 4.180 0.0 0.0 0.0 -0.172
C 2.414 -2.130 3.640 -0.1 0.1 0.0 -0.301
N 0.999 0.262 2.870 -0.4 0.4 0.0 -0.218
N -0.091 0.253 2.264 0.2 -0.3 0.7 -0.186
C -1.226 0.057 3.151 0.1 0.1 -0.2 0.168
C -1.060 -0.298 4.487 0.1 -0.1 0.0 -0.235
C -2.177 -0.464 5.285 -0.1 0.0 0.0 -0.209
C -3.452 -0.274 4.760 0.1 0.0 0.0 -0.210
C -3.604 0.091 3.433 0.0 0.0 -0.1 -0.200
C -2.489 0.263 2.624 -0.1 0.1 0.0 -0.209
H 3.966 0.610 4.627 0.1 0.0 0.0 0.374
H 3.182 -0.524 6.521 0.0 0.0 0.0 0.199
H 2.406 -2.660 7.462 0.0 0.0 0.0 0.201
H 1.595 -4.469 5.966 0.0 0.0 0.0 0.205
H 1.623 -4.100 3.510 0.0 0.0 0.0 0.210
H 2.413 -1.988 2.568 0.0 0.0 0.0 0.229
H -0.065 -0.455 4.880 0.0 0.0 0.0 0.240
H -2.050 -0.747 6.323 0.0 0.0 0.0 0.205
H -4.324 -0.418 5.387 0.0 0.0 0.0 0.203
H -4.590 0.232 3.011 0.0 0.0 0.0 0.213
H -2.587 0.541 1.582 0.0 -0.1 0.0 0.258
N -1.694 -0.525 -0.401 -0.6 0.1 0.4 -0.717
C -2.322 -1.623 0.069 0.4 0.3 -0.3 0.098
C -1.756 -2.499 1.033 0.0 0.0 0.1 -0.302
C -2.454 -3.589 1.519 0.0 0.0 0.0 -0.191
C -3.727 -3.900 1.046 0.0 0.0 0.0 -0.321
C -4.290 -3.074 0.075 0.1 0.1 0.0 -0.224
C -3.621 -1.959 -0.394 -0.1 -0.1 -0.1 -0.237
H -0.757 -2.279 1.391 0.0 -0.1 0.0 0.201
H -1.988 -4.225 2.264 0.0 0.0 0.0 0.193
H -4.264 -4.761 1.423 0.0 0.0 0.0 0.192
H -5.285 -3.291 -0.302 0.0 0.0 0.0 0.190
H -4.078 -1.303 -1.125 0.0 0.0 0.0 0.196
N -0.155 4.539 -1.788 -0.1 0.0 0.0 -0.814
C -0.564 4.371 -0.496 0.5 0.1 0.0 0.254
S -1.445 3.085 0.011 -0.3 0.1 0.0 -0.152
N -0.103 5.330 0.387 -0.2 -0.1 0.0 -0.613
C 0.066 6.709 0.191 0.1 -0.1 0.0 0.157
C -0.363 7.392 -0.946 0.0 0.0 0.0 -0.233
C -0.177 8.765 -1.036 0.0 0.0 0.0 -0.205
C 0.423 9.478 -0.010 0.0 0.0 0.0 -0.253
C 0.842 8.796 1.125 0.0 0.0 0.0 -0.190
C 0.671 7.428 1.225 0.0 0.1 0.0 -0.247
H -0.302 3.729 -2.367 0.0 0.0 0.0 0.415
H 0.706 5.042 -1.938 0.0 0.0 0.0 0.389
H -0.214 5.032 1.343 0.0 0.0 0.0 0.420
H -0.855 6.858 -1.745 0.0 0.0 0.0 0.227
H -0.523 9.281 -1.923 0.0 0.0 0.0 0.208
H 0.558 10.549 -0.090 0.0 0.0 0.0 0.209
H 1.312 9.332 1.940 0.0 0.0 0.0 0.210
H 1.008 6.898 2.107 0.0 0.0 0.0 0.216
```
Positions in Å, forces in eV/Å.

Results
* electronic energy: -2312.672625 Eh
* total charge: -1
* maximum force: 0.8 eV/Å
* multiplicity: 1
* LUMO energy (spin up / spin down): 0.0726 / 0.0723 Eh
* frontier orbital gap (spin up / spin down): 4.94 / 5.00 eV